# 1
40
Properties=species:S:1:pos:R:3:mulliken_spin:R:1 method="wB97M-V/def2-TZVPD" gap_ev="5.76 / 5.02" de_lowest_kj_mol=173.05 charge=+1 fmax_ev_per_a=5.7 spin_multiplicity=5
O -1.70 -2.04 6.61 0.01
C -1.12 -1.98 5.60 0.00
Fe -0.98 -1.43 3.83 1.39
C -2.67 -1.32 3.38 -0.03
O -3.77 -0.97 3.18 0.03
C -1.09 0.19 4.45 -0.04
O -1.40 1.23 4.81 -0.02
C 0.31 -0.29 0.37 -0.07
C 1.41 0.16 1.31 0.07
C 1.68 -0.06 2.65 -0.03
C 1.15 -1.02 3.61 0.07
C 0.73 -2.33 3.22 0.01
C -0.19 -2.40 2.10 -0.12
C -0.53 -1.32 1.29 0.66
H -0.42 0.63 0.23 0.02
H 2.06 0.89 0.87 0.00
H 2.54 0.50 3.14 0.00
H 1.49 -0.93 4.67 -0.01
H 1.02 -3.26 3.72 0.01
H -0.62 -3.38 1.80 0.05
H -1.61 -1.26 0.89 -0.01
C -1.60 3.95 -3.43 0.01
O -0.88 3.12 -4.37 0.18
C -0.24 1.99 -3.97 0.31
C -0.25 1.52 -2.61 0.42
C 0.44 0.37 -2.29 0.00
C 1.09 -0.30 -3.33 0.21
C 1.11 0.13 -4.66 0.28
C 0.45 1.28 -4.99 0.03
N 1.66 -1.39 -2.75 0.04
C 1.41 -1.44 -1.42 0.40
N 0.69 -0.41 -1.07 0.07
H -1.99 4.79 -4.02 0.00
H -2.44 3.39 -2.99 0.00
H -0.94 4.33 -2.65 0.00
H -0.80 2.09 -1.82 0.02
H 1.63 -0.43 -5.41 0.02
H 0.40 1.71 -5.99 0.00
H 2.21 -2.11 -3.24 -0.01
H 1.75 -2.21 -0.73 0.04



# 2
44
Properties=species:S:1:pos:R:3:mulliken_spin:R:1 method="wB97M-V/def2-TZVPD" gap_ev="5.44 / 3.62" de_lowest_kj_mol=0.00 charge=+1 fmax_ev_per_a=3.3 spin_multiplicity=5
Ir -0.72 0.03 1.07 2.27
C -0.65 4.10 -1.42 0.00
C 0.35 3.06 -1.78 0.03
N 0.85 3.09 -2.99 -0.01
C 1.79 2.22 -3.32 0.03
C 2.25 1.16 -2.56 -0.03
C 3.28 0.24 -3.19 0.00
O 2.82 -1.10 -3.00 0.00
C 1.68 1.01 -1.24 0.01
C 2.07 -0.04 -0.36 -0.03
N 1.31 -0.39 0.73 0.08
C 1.86 -1.14 1.82 0.01
C 3.25 -1.24 1.90 0.01
C 3.80 -2.08 2.87 -0.01
C 2.99 -2.94 3.61 0.01
C 1.61 -2.70 3.65 -0.02
C 1.00 -1.84 2.70 0.03
I -1.08 -1.47 3.16 0.19
C 0.72 1.93 -0.83 0.04
O 0.03 1.89 0.28 0.13
H -1.65 3.89 -1.86 0.00
H -0.30 5.10 -1.75 0.00
H -0.87 4.15 -0.34 0.00
H 2.21 2.35 -4.30 0.00
H 4.25 0.38 -2.67 0.00
H 3.40 0.51 -4.26 0.00
H 3.35 -1.75 -3.49 0.00
H 2.82 -0.81 -0.70 0.01
H 3.88 -0.62 1.28 0.00
H 4.86 -2.13 3.00 0.00
H 3.44 -3.73 4.26 0.00
H 1.01 -3.16 4.44 -0.01
C -4.04 -1.44 -1.72 0.03
S -5.22 -0.16 -1.27 0.06
C -5.08 -0.31 0.44 0.20
C -4.01 0.12 1.22 0.13
S -2.59 0.89 0.45 0.31
S -4.25 0.25 2.92 0.09
C -5.79 -0.55 2.95 -0.13
S -6.60 -0.69 4.36 0.43
S -6.36 -1.05 1.37 0.14
H -3.90 -1.30 -2.78 0.00
H -4.55 -2.41 -1.63 0.00
H -3.20 -1.34 -1.07 -0.01



# 3
39
Properties=species:S:1:pos:R:3:mulliken_charge:R:1 method="wB97M-V/def2-TZVPD" gap_ev="5.66 / 5.24" de_lowest_kj_mol=0.00 charge=+2 fmax_ev_per_a=1.3 spin_multiplicity=1
Os 0.58 0.60 -0.33 1.51
C 3.47 0.22 -0.78 -0.95
N 2.46 0.18 0.28 -0.16
C 2.68 -0.11 1.56 0.07
C 1.55 -0.08 2.35 0.03
C 1.25 -0.26 3.73 -0.89
C -0.09 -0.02 3.87 -0.70
C -0.60 0.30 2.57 -0.03
N 0.37 0.25 1.67 0.06
C 2.77 1.01 -1.85 0.47
C 1.59 0.43 -2.42 -0.37
C 0.75 1.22 -3.22 -0.58
C 1.08 2.55 -3.48 -0.59
C 2.26 3.08 -2.97 -0.52
C 3.09 2.32 -2.15 -0.60
H 3.74 -0.79 -1.10 0.33
H 4.38 0.72 -0.42 0.51
H 3.67 -0.36 1.93 0.50
H 1.95 -0.54 4.50 0.49
H -0.68 -0.08 4.77 0.47
H -1.62 0.54 2.30 0.50
H 1.49 -0.65 -2.45 0.78
H -0.13 0.78 -3.67 0.49
H 0.44 3.15 -4.11 0.49
H 2.54 4.10 -3.21 0.48
H 3.99 2.76 -1.74 0.47
O -3.08 2.02 -1.02 -0.48
C -1.94 1.86 -0.74 0.53
O -1.24 0.72 -0.95 -0.67
C -1.05 2.93 -0.15 0.41
C -1.48 4.21 0.11 -0.69
C -0.58 5.11 0.66 -0.45
C 0.71 4.69 0.94 -0.88
C 1.08 3.39 0.65 -0.07
N 0.21 2.53 0.11 -0.02
H -2.51 4.47 -0.12 0.59
H -0.89 6.13 0.88 0.48
H 1.44 5.36 1.37 0.50
H 2.07 3.02 0.86 0.49



# 4
43
Properties=species:S:1:pos:R:3:mulliken_charge:R:1 method="wB97M-V/def2-TZVPD" gap_ev="6.01 / 6.01" de_lowest_kj_mol=20.14 charge=+2 fmax_ev_per_a=0.2 spin_multiplicity=1
Os -1.60 0.24 -0.34 0.98
O 0.50 0.71 -0.99 -0.37
C 0.62 1.93 -1.75 -0.37
C -0.68 2.68 -1.73 0.54
C -0.75 3.95 -2.26 -0.81
C -1.96 4.63 -2.26 -0.21
C -3.08 4.01 -1.71 -0.82
C -2.96 2.75 -1.18 0.06
N -1.78 2.09 -1.18 -0.22
H 0.95 0.00 -1.45 0.27
H 0.89 1.70 -2.78 0.38
H 1.41 2.54 -1.31 0.39
H 0.13 4.40 -2.69 0.44
H -2.03 5.62 -2.68 0.46
H -4.05 4.50 -1.69 0.44
H -3.80 2.22 -0.76 0.39
S -3.83 -0.30 0.04 -0.30
C -3.60 -1.63 -1.04 0.57
S -1.92 -1.50 -1.59 -0.28
C -4.45 -2.60 -1.43 0.71
C -3.99 -3.61 -2.35 -0.18
N -3.54 -4.37 -3.07 -0.30
C -5.78 -2.63 -0.94 -0.21
N -6.87 -2.62 -0.55 -0.29
C 0.92 -2.92 1.05 -1.06
N 1.47 -1.68 1.57 0.32
C 0.81 -0.57 1.91 -0.11
Se -1.09 -0.32 1.86 -0.10
N 1.67 0.31 2.42 0.06
C 2.96 -0.23 2.42 0.48
C 4.18 0.27 2.84 -0.94
C 5.26 -0.57 2.69 -0.52
C 5.13 -1.86 2.14 -0.72
C 3.92 -2.35 1.72 -0.62
C 2.83 -1.50 1.87 0.83
H -0.16 -2.83 0.96 0.38
H 1.15 -3.73 1.74 0.38
H 1.35 -3.14 0.08 0.36
H 1.41 1.21 2.80 0.26
H 4.29 1.26 3.27 0.43
H 6.24 -0.24 3.01 0.42
H 6.01 -2.48 2.05 0.42
H 3.82 -3.34 1.30 0.46



# 5
40
Properties=species:S:1:pos:R:3:mulliken_spin:R:1 method="wB97M-V/def2-TZVPD" gap_ev="7.23 / 3.80" charge=+3 fmax_ev_per_a=5.6 spin_multiplicity=2
Yb -0.10 0.02 -3.71 0.00
O 0.06 3.25 -1.79 0.00
C -0.07 2.31 -2.46 0.00
C -0.36 -2.41 -2.92 0.00
O -0.37 -3.51 -2.59 0.00
C 2.29 -0.09 -2.76 0.00
O 3.28 -0.11 -2.21 0.00
C -2.60 0.12 -2.59 0.00
O -3.72 0.21 -2.36 0.00
C -0.14 0.69 -6.23 0.00
H -1.03 1.32 -6.36 0.00
H 0.81 1.24 -6.34 0.00
C -0.20 -0.63 -6.30 0.00
H 0.68 -1.27 -6.46 0.00
H -1.14 -1.17 -6.47 0.00
N 0.22 0.00 -0.90 0.01
S 0.82 0.13 0.57 0.03
C 0.17 1.44 1.75 0.21
C -1.15 1.86 1.71 0.19
C -1.58 2.85 2.61 -0.02
C -0.72 3.40 3.56 0.25
C 0.59 2.92 3.64 0.27
C 1.02 1.91 2.76 0.00
C 0.66 -1.28 1.85 0.03
C 1.03 -1.15 3.20 0.00
C 0.92 -2.23 4.08 0.00
C 0.41 -3.45 3.63 0.00
C 0.07 -3.58 2.28 0.01
C 0.26 -2.53 1.39 0.00
H -0.80 -0.11 -0.95 0.00
H -1.84 1.43 1.00 0.01
H -2.59 3.23 2.55 0.01
H -1.04 4.20 4.23 0.00
H 1.30 3.35 4.36 0.00
H 2.03 1.49 2.91 0.01
H 1.43 -0.22 3.60 0.00
H 1.28 -2.13 5.12 0.00
H 0.30 -4.28 4.34 0.00
H -0.29 -4.54 1.93 0.00
H 0.11 -2.69 0.32 0.00



# 6
46
Properties=species:S:1:pos:R:3:mulliken_charge:R:1 method="wB97M-V/def2-TZVPD" gap_ev=6.94 de_lowest_kj_mol=50.13 fmax_ev_per_a=0.5 spin_multiplicity=1
Al -0.21 0.12 -0.69 0.70
C 1.63 3.27 1.06 -1.81
C 0.72 2.83 -0.07 1.74
C -0.10 3.97 -0.66 -1.74
O -0.20 1.81 0.46 -0.61
C 1.52 2.15 -1.19 0.31
O 2.44 2.74 -1.70 -0.61
O 1.11 0.95 -1.52 -0.36
H 1.05 3.76 1.84 0.40
H 2.37 3.96 0.67 0.38
H 2.15 2.42 1.49 0.40
H -0.68 4.47 0.12 0.46
H -0.77 3.61 -1.44 0.36
H 0.58 4.70 -1.10 0.43
H -1.11 2.16 0.42 0.34
O 0.13 -3.70 -1.21 -0.66
C 0.11 -2.55 -0.84 0.17
O -0.08 -1.48 -1.54 -0.43
C 0.30 -2.24 0.64 0.65
C 0.54 -3.21 1.59 -0.71
C 0.70 -2.81 2.91 -0.20
C 0.62 -1.46 3.23 -0.88
C 0.38 -0.55 2.22 -0.09
N 0.22 -0.94 0.95 0.22
H 0.59 -4.24 1.28 0.52
H 0.89 -3.54 3.68 0.44
H 0.74 -1.12 4.24 0.42
H 0.30 0.51 2.41 0.58
S -2.41 0.37 -6.65 -0.32
C -2.60 0.09 -5.04 0.17
S -2.04 1.16 -3.79 -0.13
C -2.62 0.07 -2.57 0.41
N -3.18 -0.99 -3.03 -0.79
N -3.18 -0.97 -4.41 0.70
C -3.69 -2.15 -5.05 0.19
C -4.62 -2.04 -6.07 -0.37
C -5.10 -3.19 -6.66 -0.58
C -4.66 -4.44 -6.23 -0.43
C -3.73 -4.53 -5.21 -0.64
C -3.24 -3.38 -4.61 -0.28
S -2.48 0.39 -0.85 -0.39
H -4.95 -1.06 -6.39 0.42
H -5.83 -3.11 -7.46 0.36
H -5.05 -5.33 -6.70 0.37
H -3.38 -5.50 -4.87 0.37
H -2.51 -3.44 -3.81 0.54



# 7
43
Properties=species:S:1:pos:R:3:mulliken_spin:R:1 method="wB97M-V/def2-TZVPD" gap_ev="3.99 / 3.33" de_lowest_kj_mol=161.93 charge=+4 fmax_ev_per_a=7.7 spin_multiplicity=3
I -4.28 1.73 -0.49 1.33
I -3.09 0.93 2.41 0.71
Au 0.58 -1.56 0.10 -0.01
Bi -1.27 0.74 0.26 -0.05
S -1.74 -1.89 -0.30 0.01
C -0.66 1.40 -2.45 0.00
C 0.11 3.07 -0.72 0.00
C -1.98 -2.54 -2.03 -0.02
C -2.29 -4.03 -1.83 0.00
C -0.74 -2.35 -2.87 0.00
C -3.19 -1.83 -2.63 0.05
C 2.03 -0.73 1.45 -0.01
C 2.45 -1.87 -0.39 0.00
O 0.90 3.88 -0.88 0.00
O -0.32 1.66 -3.51 0.00
O 2.47 -1.44 2.31 -0.01
O 3.54 -2.14 -0.66 0.00
H -2.49 -4.49 -2.80 0.00
H -3.18 -4.15 -1.20 0.00
H -1.45 -4.55 -1.36 0.00
H -0.91 -2.85 -3.84 0.00
H 0.13 -2.82 -2.39 0.00
H -0.52 -1.29 -3.06 0.00
H -3.40 -2.28 -3.60 0.00
H -3.00 -0.76 -2.77 -0.02
H -4.06 -1.94 -1.98 -0.01
C 1.02 3.37 4.43 0.01
C 0.52 2.05 4.38 0.00
C 0.98 1.16 3.42 -0.01
C 1.91 1.58 2.44 -0.01
C 2.32 0.74 1.34 0.01
C 3.04 1.25 0.29 0.00
C 3.46 2.59 0.30 0.00
C 3.17 3.41 1.38 0.00
C 2.37 2.94 2.45 0.00
C 1.94 3.80 3.49 0.01
H 0.68 4.04 5.21 0.00
H -0.24 1.71 5.09 0.00
H 0.63 0.13 3.39 0.01
H 3.29 0.60 -0.55 0.00
H 4.05 2.98 -0.53 0.00
H 3.53 4.44 1.42 0.00
H 2.33 4.82 3.52 0.00



# 8
39
Properties=species:S:1:pos:R:3:mulliken_charge:R:1 method="wB97M-V/def2-TZVPD" gap_ev=6.69 charge=+1 fmax_ev_per_a=2.6 spin_multiplicity=1
F -3.55 1.03 -2.00 -0.30
C -2.53 1.54 -1.21 0.23
C -2.90 2.37 -0.15 -0.52
C -1.85 2.88 0.61 0.38
F -2.16 3.64 1.72 -0.33
C -0.52 2.63 0.33 -0.68
C -0.15 1.66 -0.68 1.11
C 1.20 1.21 -0.72 -0.42
C 1.95 0.63 -1.79 1.21
C 3.39 0.61 -1.68 -0.63
C 4.17 -0.08 -2.59 -0.55
C 3.60 -0.81 -3.65 -0.43
C 2.22 -0.71 -3.80 0.07
F 1.65 -1.36 -4.88 -0.29
C 1.40 0.04 -2.96 -0.52
C -1.22 1.19 -1.51 -0.81
H -3.94 2.64 0.05 0.50
H 0.28 3.12 0.89 0.46
H 1.79 1.48 0.16 0.23
H 3.83 1.18 -0.87 0.41
H 5.26 -0.06 -2.49 0.40
H 4.21 -1.38 -4.35 0.46
H 0.35 0.15 -3.22 0.52
H -1.03 0.53 -2.35 0.43
H 0.60 -0.57 0.31 -0.31
B 0.44 -1.77 0.75 0.23
N -0.58 -1.73 1.98 -0.09
C -1.02 -2.81 2.67 -0.11
C -1.94 -2.71 3.72 -0.61
C -2.45 -1.46 4.08 -0.22
C -1.99 -0.33 3.37 -0.56
C -1.04 -0.51 2.37 0.17
H -0.01 -2.42 -0.18 -0.12
H 1.56 -2.11 1.12 -0.12
H -0.62 -3.77 2.37 0.43
H -2.26 -3.62 4.25 0.36
H -3.17 -1.34 4.89 0.41
H -2.35 0.69 3.58 0.39
H -0.63 0.35 1.83 0.21



# 9
54
Properties=species:S:1:pos:R:3:mulliken_charge:R:1 method="wB97M-V/def2-TZVPD" gap_ev=7.08 de_lowest_kj_mol=0.00 charge=+1 fmax_ev_per_a=3.1 spin_multiplicity=1
Hf -0.32 0.48 -0.03 1.56
Br 3.58 -1.14 3.25 -0.18
C 1.91 -1.89 3.03 -0.21
C 1.58 -3.01 3.81 -0.63
C 0.38 -3.71 3.60 -0.09
Br 0.11 -5.30 4.59 -0.20
C -0.56 -3.26 2.64 0.42
C -1.83 -3.84 2.45 -0.55
C -2.78 -3.11 1.78 -1.12
C -2.40 -1.91 1.13 0.11
N -1.14 -1.49 1.04 -0.35
C -0.28 -2.04 1.96 0.23
C 0.96 -1.34 2.12 0.56
O 1.16 -0.30 1.37 0.45
H 2.32 -3.36 4.52 0.43
H -2.01 -4.81 2.85 0.46
H -3.82 -3.39 1.76 0.41
H -3.15 -1.29 0.62 0.31
C 4.27 3.02 -0.02 -1.26
C 3.13 3.39 -0.86 0.80
N 2.98 4.47 -1.61 -0.71
N 1.69 4.30 -2.13 0.15
C 1.03 3.23 -1.63 0.27
S -0.53 2.60 -1.77 -0.40
N 2.00 2.59 -0.88 -0.05
N 1.82 1.42 -0.05 -0.71
H 5.12 3.67 -0.32 0.36
H 4.58 1.97 -0.17 0.33
H 4.10 3.17 1.04 0.32
H 1.30 4.94 -2.82 0.23
H 2.49 0.69 -0.37 0.61
H 2.13 1.65 0.91 0.55
N -0.27 2.33 1.70 -0.38
N -1.19 1.91 2.68 -0.32
C -2.26 1.20 2.09 0.33
O -3.16 0.75 2.78 -0.61
O -2.11 0.89 0.79 -0.72
H 0.63 2.36 2.17 0.32
H -0.46 3.25 1.29 0.30
H -1.42 2.57 3.45 0.32
O -0.38 -1.73 -5.61 -0.51
C -1.63 -1.38 -5.30 0.42
O -2.58 -1.44 -6.06 -0.57
C -1.81 -0.90 -3.92 0.33
C -3.04 -0.41 -3.42 -0.26
N -2.89 -0.03 -2.16 -0.29
N -1.62 -0.24 -1.74 0.16
C -0.96 -0.72 -2.79 -0.48
C 0.53 -1.00 -2.56 1.01
O 1.26 -1.51 -3.42 -0.79
O 0.85 -0.62 -1.36 -0.50
H 0.26 -1.74 -4.85 0.41
H -3.98 -0.34 -4.00 0.52
H -3.59 0.41 -1.58 0.21



# 10
43
Properties=species:S:1:pos:R:3:mulliken_charge:R:1 method="wB97M-V/def2-TZVPD" gap_ev=9.07 fmax_ev_per_a=3.0 spin_multiplicity=1
N 2.28 1.70 3.06 -0.68
F 1.56 -5.18 -0.98 -0.30
F 2.72 -3.50 -1.74 -0.24
F 0.55 -3.73 -2.30 -0.22
Br 0.35 -3.36 3.92 -0.22
C 1.81 1.66 2.01 -1.45
N -1.12 0.57 -3.22 -0.98
O 1.36 2.60 -1.54 -0.44
C -1.25 0.14 -1.98 0.06
C 1.73 2.51 -0.26 1.07
C 0.33 1.76 -1.90 0.07
C 1.21 1.64 0.70 0.10
C -0.36 0.91 -1.09 -0.16
C 1.06 -3.46 1.14 -0.68
C 0.33 -1.23 1.94 -0.13
C 0.88 -1.57 -0.36 -0.27
C 0.64 -2.60 2.18 -0.41
C 1.12 -2.95 -0.18 -0.17
C 0.38 -0.70 0.65 -0.20
N 2.73 3.41 0.07 -0.56
N -0.21 1.58 -3.17 0.11
C -2.13 -1.05 -1.72 -1.67
C 1.48 -3.85 -1.34 0.83
C -2.40 0.34 1.32 -1.34
C -1.64 2.70 0.83 -1.62
C 0.01 0.79 0.40 3.39
C -1.19 1.31 1.32 0.08
H 1.30 -4.51 1.36 0.46
H 0.04 -0.57 2.75 0.50
H 1.08 -1.23 -1.38 0.42
H 3.25 3.79 -0.75 0.25
H 3.26 3.15 0.87 0.26
H 0.09 2.06 -3.99 0.21
H -2.12 -1.71 -2.57 0.44
H -1.84 -1.61 -0.84 0.34
H -3.14 -0.74 -1.61 0.38
H -3.12 0.65 2.09 0.46
H -2.90 0.36 0.35 0.27
H -2.08 -0.70 1.48 0.27
H -2.26 3.17 1.60 0.47
H -2.21 2.63 -0.12 0.29
H -0.82 3.38 0.68 0.37
H -0.77 1.43 2.34 0.66



# 11
43
Properties=species:S:1:pos:R:3:mulliken_charge:R:1 method="wB97M-V/def2-TZVPD" gap_ev=5.24 de_lowest_kj_mol=0.00 charge=-1 fmax_ev_per_a=2.5 spin_multiplicity=1
C 1.38 3.51 0.15 -0.96
C 1.25 2.70 1.41 -0.36
O 1.02 1.31 1.01 -0.29
C 0.92 0.54 2.11 0.56
O 0.94 0.98 3.25 -0.66
N 0.80 -0.80 1.75 0.46
C 0.73 -1.84 2.71 -0.02
C 0.81 -1.73 4.09 -0.77
C 0.82 -2.92 4.83 -0.65
C 0.72 -4.15 4.16 -0.35
C 0.63 -4.23 2.76 -0.01
Br 0.41 -5.87 1.86 -0.19
C 0.69 -3.06 2.02 0.38
C 0.75 -2.71 0.59 0.32
N 0.72 -3.60 -0.54 0.79
O 1.54 -4.53 -0.61 -0.54
O -0.13 -3.38 -1.43 -0.51
C 0.81 -1.36 0.48 -0.54
H 1.52 4.57 0.41 0.42
H 2.25 3.21 -0.44 0.28
H 0.48 3.45 -0.48 0.08
H 2.16 2.74 2.01 0.37
H 0.41 3.03 2.03 0.31
H 0.88 -0.74 4.53 0.51
H 0.89 -2.89 5.91 0.37
H 0.71 -5.07 4.73 0.37
H 0.93 -0.79 -0.41 0.49
C -1.13 3.35 -4.96 -0.81
O -1.49 1.96 -4.86 -0.44
C -1.69 1.43 -3.63 1.05
C -1.97 0.03 -3.58 -0.51
C -1.98 -0.62 -2.39 -0.50
C -1.71 0.07 -1.13 -0.29
O -1.50 -0.52 -0.04 -0.79
C -1.65 1.53 -1.23 -0.63
C -1.59 2.18 -2.43 -0.17
H -1.06 3.53 -6.04 0.23
H -1.90 4.00 -4.52 0.31
H -0.16 3.55 -4.48 0.31
H -2.13 -0.49 -4.53 0.35
H -2.10 -1.70 -2.33 0.36
H -1.57 2.07 -0.29 0.48
H -1.45 3.26 -2.47 0.20